Entry 1:
C30H46BrEuN3P2 as an isolated structure at a distorted geometry. Source: the Open Molecules 2025 dataset; level of theory: ωB97M-V with the def2-TZVPD basis set.

Geometry as XYZ:
```
83
C30H46BrEuN3P2 ωB97M-V with the def2-TZVPD basis set
Eu 1.336 2.433 0.115
Br 1.059 -2.570 0.508
P 4.017 1.380 -0.046
P -1.589 -3.693 -0.572
N -0.172 0.405 2.642
N -4.371 3.784 -0.857
N -0.331 2.608 1.992
C -1.808 3.220 4.319
C 3.137 0.175 -1.161
C -0.752 3.873 2.247
C 0.024 -1.881 -1.991
C -2.639 2.503 -1.927
C -2.001 -3.942 1.183
C 4.955 -0.454 1.901
C -1.406 1.915 4.062
C 5.019 4.149 -0.107
C 3.744 0.425 1.518
C -1.011 0.271 -0.456
C -1.641 3.329 -1.353
C 0.244 -0.598 -2.370
C -1.239 -1.018 -0.029
C -1.837 -5.361 1.724
C -0.756 -5.268 -2.797
C -0.499 -2.184 -0.618
C -3.987 2.766 -1.637
C -2.082 4.474 -0.663
C 3.715 3.284 -0.011
C -0.208 3.083 -1.483
C -0.604 -5.027 -1.295
C -1.476 4.203 3.384
C -3.444 4.619 -0.376
C 4.017 -1.017 -1.601
C 0.336 1.854 -1.920
C -3.049 -3.236 -1.544
C -4.264 -2.679 -0.807
C -0.663 1.652 2.895
C -0.155 0.526 -1.577
H -3.044 -3.615 1.288
H -1.633 1.078 4.714
H -1.745 -5.668 -3.052
H 2.874 -0.242 1.386
H 4.759 -0.929 2.873
H 3.212 3.583 0.943
H 5.018 -0.676 -1.888
H -0.005 -6.004 -3.110
H -4.580 -3.349 -0.001
H 0.452 -4.827 -1.055
H -3.783 5.454 0.253
H -0.462 4.625 1.509
H -1.742 5.243 3.551
H -0.782 -5.664 1.733
H 3.516 1.127 2.337
H 0.429 3.994 -1.485
H -2.412 -6.094 1.144
H -4.792 2.135 -2.047
H 3.561 -1.509 -2.471
H 0.728 -0.385 -3.332
H 3.055 3.554 -0.882
H 5.584 3.944 -1.026
H 5.874 0.139 1.989
H 4.119 -1.776 -0.817
H -1.390 -3.255 1.790
H -5.091 -2.579 -1.521
H -0.888 -5.919 -0.718
H -0.587 -4.359 -3.386
H -2.204 -5.393 2.759
H 0.446 -2.698 -2.582
H 2.247 -0.229 -0.639
H -1.377 5.219 -0.290
H -4.068 -1.678 -0.403
H 0.180 0.182 1.718
H -1.537 1.122 0.024
H 4.747 5.220 -0.111
H -2.698 -2.504 -2.284
H 1.151 1.923 -2.672
H -2.351 3.465 5.231
H -1.849 -1.242 0.860
H -3.292 -4.156 -2.092
H 2.800 0.721 -2.056
H -2.404 1.661 -2.587
H 5.702 4.000 0.732
H 5.146 -1.263 1.182
H -0.503 -0.383 3.199
```

Multiplicity: 8
Charge: +2
DFT total energy, eV: -144259.2253
Frontier orbital gap (alpha / beta), eV: 5.67 / 5.75
LUMO (alpha / beta), eV: -6.27 / -6.25

Entry 2:
C43H55LaN5O5PS4 as an isolated structure at a distorted geometry. Source: the Open Molecules 2025 dataset; level of theory: ωB97M-V with the def2-TZVPD basis set.

Geometry as XYZ:
```
114
C43H55LaN5O5PS4 ωB97M-V with the def2-TZVPD basis set
La -0.508 -0.563 -0.905
S -2.886 -1.556 -4.394
S -4.257 -0.407 -3.148
S -1.442 -2.227 -3.219
S -3.559 -0.477 -1.309
P -1.933 -1.880 1.340
O 1.288 0.288 -0.012
O -1.760 1.262 0.777
O 0.412 -5.445 0.838
O 0.583 -2.586 0.616
O 0.914 -2.271 -1.530
N 1.222 1.900 -2.420
N -2.069 2.055 -3.132
N -2.496 2.103 3.543
N 1.833 -0.794 -3.936
N 1.500 0.288 3.885
C -4.794 3.268 0.961
C 3.788 -5.311 -1.560
C -4.916 3.705 -0.332
C -3.080 -3.900 -0.239
C -2.302 -3.675 1.052
C 2.332 -6.524 -0.094
C 3.451 -6.484 -0.905
C 2.470 2.315 -0.337
C 4.585 4.311 2.132
C -0.946 -1.862 2.930
C 3.001 -4.186 -1.398
C -3.582 -1.273 1.955
C 3.120 -0.429 -3.613
C 3.305 3.270 0.239
C -4.154 -1.890 3.223
C -0.047 2.012 3.016
C -1.170 1.321 -3.964
C 1.979 0.117 2.632
C 3.663 3.259 1.585
C -3.605 2.255 2.789
C 0.711 1.465 4.235
C -1.282 2.858 3.319
C -3.657 2.553 1.427
C 4.002 0.101 -4.559
C 2.439 1.182 1.835
C 1.200 2.344 -3.805
C 5.672 0.448 -2.867
C 2.047 1.195 0.441
C -3.931 3.328 -1.256
C 4.804 -0.071 -1.918
C -2.666 2.085 0.463
C -6.070 4.552 -0.776
C 5.259 0.533 -4.185
C -1.947 2.004 -1.879
C 1.537 -5.394 0.075
C 3.179 2.242 2.380
C 3.548 -0.504 -2.284
C 1.876 -4.207 -0.584
C -0.115 2.226 -4.597
C 1.057 -2.952 -0.476
C -0.675 -3.213 3.577
C 2.084 2.517 -1.711
C -2.866 2.526 -0.901
H -0.648 0.497 -3.410
H -4.008 3.628 -2.291
H 1.949 -0.877 2.200
H -0.361 1.184 2.380
H 1.242 -0.558 4.369
H 5.116 -0.151 -0.886
H -5.540 3.548 1.693
H -2.475 -3.609 -1.099
H 1.630 -0.969 -4.907
H 3.247 -3.269 -1.912
H 6.660 0.784 -2.590
H -0.112 -3.827 2.882
H -2.633 1.760 4.482
H 4.425 5.265 1.634
H -1.083 1.442 -1.423
H -2.854 -4.074 1.907
H 4.446 4.449 3.203
H 5.622 4.018 1.964
H -0.566 3.211 -4.734
H 0.015 1.168 5.022
H -6.839 3.925 -1.226
H -3.505 -1.730 4.081
H 2.638 3.358 -2.161
H -3.326 -4.957 -0.341
H 0.624 2.635 2.428
H -5.755 5.275 -1.525
H -1.441 -1.177 3.625
H 1.544 3.390 -3.864
H 3.673 4.079 -0.378
H -1.102 3.492 4.197
H -3.457 -0.195 2.086
H 1.393 -1.444 -3.298
H -1.600 -3.723 3.834
H 2.058 -7.446 0.404
H -6.514 5.086 0.061
H 1.362 2.241 4.648
H 1.951 1.733 -4.317
H 3.692 0.187 -5.592
H 3.435 2.205 3.431
H -4.009 -3.332 -0.261
H -5.119 -1.435 3.439
H 5.926 0.944 -4.932
H -0.084 -3.098 4.487
H -1.780 0.889 -4.762
H 2.862 -0.889 -1.544
H 0.126 1.832 -5.586
H 0.002 -1.420 2.636
H -4.545 2.190 3.332
H 4.058 -7.367 -1.034
H 0.269 -6.351 1.141
H -4.313 -2.958 3.113
H -4.282 -1.403 1.128
H 4.653 -5.278 -2.201
H -1.345 -4.191 0.981
H -1.471 3.509 2.463
```

Multiplicity: 1
DFT total energy, eV: -116663.3878
Frontier orbital gap (alpha / beta), eV: 4.79 / 2.03
LUMO (alpha / beta), eV: -0.86 / -2.34

Entry 3:
C16H13N4O2PmS as an isolated structure at a distorted geometry. Source: the Open Molecules 2025 dataset; level of theory: ωB97M-V with the def2-TZVPD basis set.

Geometry as XYZ:
```
37
C16H13N4O2PmS ωB97M-V with the def2-TZVPD basis set
Pm 0.685 -1.294 0.284
S -2.675 -0.260 -1.978
O 0.447 -0.841 2.390
O -1.836 -1.806 1.258
N 3.162 -0.564 -0.550
N 0.315 1.351 1.652
N -0.024 -0.306 -1.826
N 1.484 0.983 0.977
C -2.484 -0.741 1.946
C 4.495 -0.798 -2.523
C -1.108 0.464 -1.593
C 3.692 1.363 -1.810
C -0.440 -1.557 -2.250
C -3.621 1.633 2.851
C -4.434 0.565 2.510
C 3.873 -1.293 -1.398
C 2.313 1.638 0.237
C -2.251 1.466 2.810
C 4.414 0.611 -2.701
C -0.241 0.237 2.223
C -1.835 -1.745 -2.367
C -1.661 0.307 2.375
C 3.095 0.806 -0.633
C -3.879 -0.701 2.109
H 4.122 -2.336 -1.025
H 2.500 2.696 0.441
H 3.513 2.380 -2.141
H 4.880 1.079 -3.563
H -4.129 2.602 3.036
H 0.264 -2.309 -2.532
H -5.541 0.747 2.481
H -2.351 -2.683 -2.339
H -4.532 -1.567 2.072
H 4.909 -1.465 -3.250
H -1.053 1.473 -1.245
H -1.606 2.390 3.008
H -2.460 -2.528 1.064
```

Multiplicity: 5
Charge: +2
DFT total energy, eV: -54231.5859
Frontier orbital gap (alpha / beta), eV: 7.03 / 7.28
LUMO (alpha / beta), eV: -7.59 / -7.35

Entry 4:
C26H22AsCeN5O13 as an isolated structure at a distorted geometry. Source: the Open Molecules 2025 dataset; level of theory: ωB97M-V with the def2-TZVPD basis set.

Geometry as XYZ:
```
68
C26H22AsCeN5O13 ωB97M-V with the def2-TZVPD basis set
Ce -0.468 0.241 -0.635
As -0.169 2.776 1.588
O -0.710 -2.857 3.716
O 5.005 2.455 -3.355
O 2.991 0.043 3.302
O 1.200 0.384 0.907
O 7.339 -1.320 -1.664
O 1.560 0.982 -1.776
O 2.153 -2.580 4.517
O 6.295 -2.867 -0.587
O -1.021 -1.128 1.241
O 2.900 2.267 -3.763
O 0.463 -1.491 -1.437
O 1.525 -2.304 0.313
O -0.723 2.322 0.045
N 3.920 1.930 -3.201
N -1.140 0.779 -2.891
N 6.346 -1.796 -1.158
N -3.020 0.298 -0.879
N 1.524 -1.577 -0.651
C -3.409 0.509 -2.099
C -4.045 -3.062 2.432
C 1.557 -1.917 3.732
C 2.067 -0.662 2.993
C -0.948 4.494 1.883
C -0.530 1.079 -4.058
C 1.114 -0.469 1.898
C -3.568 -4.071 1.607
C -0.015 -1.271 2.017
C -1.471 1.251 -5.070
C 5.074 -1.090 -1.372
C 2.739 -0.965 -1.106
C 3.923 -1.627 -0.863
C -3.417 -2.497 -0.207
C -2.730 1.051 -4.487
C -3.256 -3.786 0.284
C 2.636 0.299 -1.778
C -4.201 -1.775 1.937
C -4.042 -0.069 0.100
C -3.887 -1.482 0.618
C 0.121 -2.164 3.212
C 1.703 3.110 1.774
C 5.050 0.071 -2.129
C -0.961 1.720 2.980
C -2.501 0.770 -3.146
C 3.869 0.726 -2.349
H -1.628 2.377 3.530
H 2.058 3.414 0.793
H -3.696 1.100 -4.967
H -3.994 0.627 0.938
H -4.550 -0.984 2.593
H -1.258 1.503 -6.096
H -5.035 0.036 -0.343
H 0.544 1.176 -4.114
H -3.163 -2.283 -1.238
H -0.201 1.320 3.647
H -4.273 -3.272 3.470
H -4.469 0.488 -2.340
H -0.973 4.712 2.949
H 2.243 2.231 2.108
H 1.798 3.927 2.486
H -1.958 4.479 1.478
H -3.428 -5.072 1.997
H 3.946 -2.554 -0.307
H -0.362 5.246 1.362
H 5.964 0.461 -2.554
H -2.878 -4.566 -0.365
H -1.528 0.905 2.538
```

Multiplicity: 1
DFT total energy, eV: -135147.0063
Frontier orbital gap (alpha / beta), eV: 5.56 / 5.56
LUMO (alpha / beta), eV: -2.63 / -2.63

Entry 5:
C3H5FN2OS as an isolated structure at a distorted geometry. Source: the Open Molecules 2025 dataset; level of theory: ωB97M-V with the def2-TZVPD basis set.

Geometry as XYZ:
```
13
C3H5FN2OS ωB97M-V with the def2-TZVPD basis set
S -1.637 -1.319 -0.371
F 2.516 -0.826 0.384
O -1.488 1.210 -0.069
N 0.175 -1.070 -0.236
N -0.137 1.365 -0.289
C 0.523 0.277 -0.288
C 2.150 0.199 -0.385
C -2.148 0.140 0.416
H -3.329 0.183 -0.137
H 2.446 1.216 -0.073
H 0.548 -1.675 0.648
H -2.194 0.089 1.756
H 2.575 0.212 -1.359
```

Multiplicity: 1
DFT total energy, eV: -21767.2093
Frontier orbital gap, eV: 9.79
LUMO, eV: 0.63

Entry 6:
C18H18FHgIN2 as an isolated structure at a distorted geometry. Source: the Open Molecules 2025 dataset; level of theory: ωB97M-V with the def2-TZVPD basis set.

Geometry as XYZ:
```
41
C18H18FHgIN2 ωB97M-V with the def2-TZVPD basis set
Hg -0.397 -0.117 -0.239
I -1.249 -0.276 -2.871
F -0.551 0.393 5.855
N 1.543 -1.212 -0.979
N 1.259 1.448 -1.106
C 0.897 2.726 -1.115
C 0.660 0.327 2.463
C 3.064 3.215 -2.003
C 3.623 -2.654 -1.802
C 2.421 0.950 -1.567
C -1.755 -0.138 2.392
C 0.630 0.437 3.864
C -0.525 0.042 1.816
C 3.407 1.858 -1.998
C -1.775 0.007 3.791
C 1.801 3.673 -1.579
C 1.433 -2.536 -0.878
C -0.613 0.281 4.478
C -5.219 -1.438 -0.216
C 3.702 -1.256 -1.925
C 2.571 -0.527 -1.515
C -5.360 0.030 -0.557
C 2.497 -3.325 -1.282
H -0.092 2.995 -0.770
H 1.589 0.436 1.855
H 0.513 -2.948 -0.492
H -2.662 -0.087 4.376
H 3.804 3.934 -2.344
H 4.478 -3.238 -2.126
H 2.431 -4.402 -1.184
H -5.581 -2.166 -0.968
H -4.193 -1.634 -0.222
H 4.381 1.439 -2.273
H 4.568 -0.671 -2.276
H 1.584 0.649 4.359
H -4.335 0.427 -0.714
H -5.662 -1.710 0.728
H -5.923 0.206 -1.516
H -2.683 -0.396 1.880
H 1.507 4.716 -1.596
H -5.789 0.541 0.258
```

Multiplicity: 1
DFT total energy, eV: -36930.8245
Frontier orbital gap, eV: 7.42
LUMO, eV: -0.65

Entry 7:
A 2-piece molecular cluster, C2H5N3O2S overall at a distorted geometry. Source: the Open Molecules 2025 dataset; level of theory: ωB97M-V with the def2-TZVPD basis set.

Geometry as XYZ:
```
13
C2H5N3O2S ωB97M-V with the def2-TZVPD basis set
S 1.140 0.170 0.903
O -2.066 2.271 -0.257
O 0.069 2.424 1.561
N -1.211 1.137 0.034
N 1.666 -2.180 -0.154
N -0.293 -0.957 -1.025
C -0.139 1.468 0.834
C 0.728 -1.042 -0.243
H -2.422 2.659 1.159
H -1.236 0.420 -0.656
H 2.538 -1.766 0.238
H -0.501 -1.860 -1.464
H 1.729 -2.744 -0.927
```

Multiplicity: 1
DFT total energy, eV: -21551.1215
Frontier orbital gap, eV: 9.07
LUMO, eV: -0.49

Entry 8:
C36H66B3F12N12Zn as an isolated structure at a distorted geometry. Source: the Open Molecules 2025 dataset; level of theory: ωB97M-V with the def2-TZVPD basis set.

Geometry as XYZ:
```
130
C36H66B3F12N12Zn ωB97M-V with the def2-TZVPD basis set
Zn 5.431 22.544 -1.564
F 4.337 22.825 -3.311
F 5.253 23.841 -5.126
F 8.156 22.703 -4.413
F 8.473 20.679 -3.223
F 5.765 21.387 0.182
F 5.078 19.228 0.082
F 9.479 22.541 -2.558
F 7.312 19.869 -0.593
F 5.502 20.564 -1.718
F 3.733 24.931 -3.906
F 5.873 24.421 -3.020
F 7.139 22.341 -2.508
N 10.834 21.559 1.240
N 12.070 25.368 -1.433
N 13.952 25.685 -2.496
N 11.959 18.763 -7.022
N 5.970 20.955 -7.077
N 10.172 14.793 -1.965
N 8.527 16.170 -2.216
N 8.169 27.241 -4.393
N 5.453 22.226 -8.799
N 10.182 26.875 -5.257
N 11.023 20.729 -6.519
N 12.905 22.362 1.235
C 6.688 28.390 -2.754
C 13.472 24.484 -2.936
C 9.568 14.446 -3.169
C 9.710 25.182 -0.382
C 8.449 15.221 -3.223
C 11.984 20.074 -7.172
C 10.882 18.445 -6.148
C 15.215 26.368 -2.752
C 5.508 23.338 -11.050
C 6.004 22.193 -7.572
C 11.403 14.098 -1.489
C 8.475 25.920 -4.218
C 9.588 15.855 -1.444
C 7.435 17.094 -1.855
C 5.192 23.482 -9.550
C 11.747 22.294 1.899
C 9.712 25.720 -4.666
C 12.765 21.675 0.068
C 5.381 20.926 -9.219
C 11.206 25.423 -0.222
C 9.199 27.809 -5.067
C 10.272 19.658 -6.000
C 9.454 21.266 1.667
C 6.291 20.496 -5.708
C 11.473 21.271 0.030
C 9.458 22.337 -7.626
C 14.125 22.963 1.773
C 12.921 17.786 -7.527
C 12.317 24.249 -2.222
C 6.817 27.822 -4.143
C 14.753 24.136 0.964
C 11.102 12.584 -1.393
C 11.300 27.103 -6.125
C 10.633 22.132 -6.709
C 5.646 20.143 -8.145
C 13.156 26.176 -1.562
B 4.762 24.042 -3.825
B 8.324 22.051 -3.232
B 5.957 20.149 -0.412
H 7.829 25.228 -3.702
H 9.077 26.032 -0.151
H 10.191 24.769 -4.827
H 6.758 28.698 -4.796
H 12.811 16.908 -6.896
H 5.561 19.766 -5.362
H 10.555 17.477 -5.811
H 6.107 21.367 -5.083
H 14.152 23.220 2.832
H 4.148 23.636 -9.274
H 9.132 22.161 2.194
H 7.681 18.119 -2.126
H 15.762 24.332 1.327
H 11.701 14.457 -0.504
H 8.800 21.127 0.806
H 9.114 23.370 -7.625
H 10.493 22.628 -5.752
H 11.613 24.749 0.532
H 11.546 22.538 -7.152
H 5.750 24.272 -9.050
H 6.375 27.613 -2.052
H 9.342 20.338 2.224
H 10.224 12.460 -0.759
H 14.291 25.120 1.059
H 8.640 21.711 -7.260
H 11.903 12.151 -0.797
H 4.691 22.800 -11.530
H 6.472 16.959 -2.348
H 9.129 28.736 -5.615
H 14.879 22.173 1.803
H 9.378 19.802 -5.416
H 15.804 26.787 -1.940
H 10.959 20.690 -0.720
H 6.394 23.128 -7.205
H 9.579 21.987 -8.651
H 11.549 26.276 -6.790
H 5.768 24.327 -11.418
H 15.820 25.649 -3.306
H 5.819 29.051 -2.736
H 9.546 24.922 -1.432
H 15.060 27.193 -3.450
H 12.135 14.540 -2.167
H 7.613 15.332 -3.893
H 5.110 20.565 -10.198
H 9.742 13.525 -3.699
H 12.709 17.550 -8.569
H 6.337 22.700 -11.370
H 12.223 27.292 -5.572
H 14.119 23.877 -3.548
H 9.843 16.394 -0.547
H 7.553 28.937 -2.386
H 9.469 24.246 0.119
H 14.849 23.856 -0.087
H 12.750 20.471 -7.824
H 10.953 12.186 -2.391
H 7.289 20.075 -5.710
H 13.685 21.626 -0.494
H 5.684 19.072 -8.033
H 11.154 27.985 -6.746
H 11.662 22.659 2.913
H 13.937 18.161 -7.430
H 11.623 23.422 -2.241
H 13.273 27.095 -1.011
H 7.216 16.936 -0.802
H 5.947 27.277 -4.506
H 11.400 26.409 0.204
```

Multiplicity: 1
Charge: +5
DFT total energy, eV: -139311.9321
Frontier orbital gap, eV: 8.36
LUMO, eV: -11.04

Q: Among the records above, which one has the highest DFT total energy?
A: C2H5N3O2S